Entry from OMol25: a structure of composition C54H65F7O2Si2 (ωB97M-V with the def2-TZVPD basis set).

```
130
Properties=species:S:1:pos:R:3:forces:R:3:lowdin_charge:R:1
C 6.6287 -2.6691 0.0996 -0.106 -0.269 0.517 -0.1110
C 5.1589 -2.7648 0.4754 0.148 0.522 -0.048 -0.2691
C 4.2432 -2.1862 -0.5959 0.094 -0.686 -0.100 -0.2197
C 4.0200 -3.1710 -1.7635 -0.168 0.046 0.424 -0.1880
C 2.5618 -3.5423 -2.0337 0.256 0.162 -0.187 -0.1972
C 1.6013 -2.3612 -2.0790 0.125 -0.218 -0.227 -0.2253
C 0.2593 -2.7372 -2.6972 0.205 -0.389 0.104 -0.1977
C -0.6944 -3.5655 -1.8104 -0.114 0.494 0.205 -0.2274
C -0.4273 -3.5238 -0.2979 -0.530 0.166 0.048 -0.2643
Si -1.0801 -1.9855 0.5455 0.241 0.376 -0.200 0.5307
C -0.4604 -0.3545 -0.1710 -0.226 0.244 0.342 -0.2732
O 0.7036 0.0954 0.5118 -0.178 -0.230 -0.128 -0.2286
C 1.3212 1.2298 -0.0835 0.759 -0.299 -0.337 -0.2557
C 2.7455 0.8448 -0.5068 -0.632 0.540 0.401 -0.0549
O -2.7515 -1.9202 0.3819 0.280 -0.555 0.591 -0.4475
Si -3.6458 -3.0658 1.1981 -0.092 -0.087 -0.710 0.5216
H 7.2289 -3.1516 0.8670 0.209 -0.111 0.018 0.0668
H 6.8439 -3.1493 -0.8480 0.066 0.005 -0.259 0.0691
H 6.9302 -1.6273 0.0801 0.103 0.196 -0.258 0.0714
H 5.0173 -2.2061 1.3994 -0.046 0.016 0.192 0.1024
H 4.8767 -3.7918 0.6837 -0.081 -0.274 0.039 0.1036
H 4.6873 -1.2801 -0.9928 -0.014 0.363 0.105 0.1041
H 3.3062 -1.9215 -0.1166 -0.174 0.010 -0.126 0.0806
H 4.5486 -4.0904 -1.5242 0.185 -0.205 -0.111 0.1040
H 4.4722 -2.7954 -2.6750 0.051 0.167 -0.228 0.1018
H 2.5301 -4.0070 -3.0152 -0.041 -0.290 -0.128 0.0886
H 2.2506 -4.3049 -1.3219 -0.220 -0.023 0.173 0.1116
H 1.5018 -1.9154 -1.0946 -0.147 0.135 0.119 0.0712
H 2.0550 -1.5990 -2.7127 0.101 0.193 -0.080 0.1154
H -0.2344 -1.8554 -3.0902 -0.199 0.271 0.127 0.0981
H 0.4907 -3.3376 -3.5735 -0.027 -0.048 -0.293 0.0979
H -1.6994 -3.1730 -1.9560 -0.252 -0.066 -0.144 0.0940
H -0.7485 -4.5961 -2.1396 0.221 -0.247 -0.114 0.1024
H -0.9972 -4.3397 0.1508 -0.046 -0.181 0.166 0.0660
H 0.6048 -3.7158 -0.0309 0.278 0.016 0.019 0.0642
H -0.7465 -2.0175 1.9834 0.000 -0.013 0.098 0.0176
H -0.2930 -0.4272 -1.2462 0.093 -0.038 -0.181 0.0783
H -1.2621 0.3766 -0.0294 -0.212 0.092 -0.058 0.0897
H 1.3634 2.0434 0.6342 -0.165 0.086 0.232 0.0997
H 0.7647 1.5569 -0.9572 -0.314 0.138 -0.045 0.1115
H 2.7762 0.5003 -1.5334 0.091 -0.254 -0.107 0.0685
H 3.0526 0.0675 0.1784 0.307 -0.073 -0.007 0.0584
H 3.4110 1.6949 -0.3949 0.189 0.088 -0.093 0.0517
H -2.8659 -3.6323 2.3185 -0.024 0.135 0.119 -0.0538
H -4.9380 -2.5131 1.6305 0.027 0.138 0.111 -0.0750
H -3.9132 -4.1872 0.2664 -0.056 0.006 0.033 -0.0593
F 3.2325 2.2550 2.4716 0.163 0.037 -0.083 0.0433
C 2.6594 2.6278 3.6373 -0.213 0.020 0.190 -0.2795
C 3.3083 3.5283 4.4577 0.143 0.052 -0.101 -0.0107
C 2.6950 3.9063 5.6434 -0.049 -0.175 -0.026 -0.0838
C 1.4620 3.3733 5.9926 -0.008 0.047 0.080 -0.0918
C 0.8332 2.4656 5.1539 0.102 0.021 -0.026 -0.0778
C 1.4311 2.0891 3.9603 -0.105 -0.137 -0.120 -0.0076
H 4.2713 3.9272 4.1671 -0.010 -0.008 -0.014 0.1134
H 3.1796 4.6167 6.2957 0.045 0.027 0.001 0.0997
H 0.9899 3.6689 6.9202 -0.005 0.001 0.008 0.0977
H -0.1251 2.0497 5.4272 -0.025 -0.018 -0.009 0.0940
H 0.9568 1.3873 3.2849 0.046 -0.018 -0.014 0.1143
F 3.8853 -4.6721 -4.9742 0.078 -0.049 -0.007 0.0519
C 3.0314 -4.2915 -5.9451 -0.141 0.086 -0.099 -0.2952
C 2.8269 -2.9434 -6.1605 0.063 0.137 0.102 -0.0210
C 1.9430 -2.5532 -7.1563 -0.017 -0.129 0.005 -0.0755
C 1.2746 -3.5069 -7.9128 0.054 0.052 0.058 -0.0885
C 1.4957 -4.8562 -7.6744 0.006 0.098 0.024 -0.0803
C 2.3821 -5.2582 -6.6853 0.012 -0.178 0.028 -0.0151
H 3.3528 -2.2170 -5.5543 0.019 -0.029 0.006 0.1165
H 1.7756 -1.5008 -7.3415 0.003 0.015 0.015 0.1054
H 0.5884 -3.2001 -8.6845 -0.043 0.017 -0.053 0.0809
H 0.9763 -5.6015 -8.2625 0.022 -0.014 -0.020 0.1000
H 2.5721 -6.3047 -6.4873 0.011 0.014 0.025 0.1177
F -11.2439 -2.8991 2.4817 -0.020 -0.011 0.006 0.0577
C -10.1030 -2.2431 2.1948 0.148 0.084 -0.039 -0.2883
C -9.6542 -2.2204 0.8895 -0.078 -0.076 -0.128 -0.0167
C -8.4805 -1.5412 0.5984 0.008 0.025 0.102 -0.0824
C -7.7731 -0.9043 1.6086 0.072 0.054 -0.012 -0.1095
C -8.2417 -0.9434 2.9143 -0.016 -0.025 -0.110 -0.0847
C -9.4181 -1.6143 3.2149 -0.047 0.001 0.169 -0.0162
H -10.2184 -2.7284 0.1190 -0.021 0.001 0.022 0.1175
H -8.1176 -1.5099 -0.4200 -0.003 -0.017 -0.013 0.1053
H -6.8558 -0.3791 1.3777 0.011 -0.007 0.000 0.0947
H -7.6891 -0.4516 3.7037 -0.006 0.001 0.025 0.0931
H -9.8042 -1.6525 4.2246 -0.016 -0.025 -0.013 0.1175
F -0.8723 -3.7804 -10.3037 -0.033 -0.017 -0.075 0.0438
C -2.1504 -4.2067 -10.2060 -0.178 -0.060 0.030 -0.2807
C -2.4780 -5.1100 -9.2157 0.135 -0.060 0.118 -0.0155
C -3.7919 -5.5424 -9.1163 -0.038 0.055 -0.083 -0.0810
C -4.7506 -5.0745 -10.0044 -0.048 -0.019 0.009 -0.0960
C -4.3958 -4.1676 -10.9934 0.017 -0.061 0.080 -0.0827
C -3.0859 -3.7237 -11.0972 0.046 0.119 -0.135 -0.0170
H -1.7143 -5.4642 -8.5358 0.008 0.030 -0.002 0.1092
H -4.0671 -6.2459 -8.3425 0.016 -0.014 0.009 0.1055
H -5.7736 -5.4164 -9.9247 -0.003 0.001 -0.003 0.1011
H -5.1406 -3.8039 -11.6880 0.001 0.020 -0.008 0.1049
H -2.7889 -3.0129 -11.8567 0.026 -0.014 0.007 0.1178
F -2.0054 3.4948 6.0782 -0.034 0.061 0.087 0.0420
C -3.0794 3.0288 5.4060 -0.146 -0.071 -0.123 -0.2878
C -3.9777 2.2120 6.0619 0.030 -0.045 0.184 -0.0158
C -5.0777 1.7358 5.3639 0.025 0.048 -0.109 -0.0818
C -5.2589 2.0735 4.0296 -0.036 -0.033 -0.011 -0.0949
C -4.3387 2.8931 3.3906 -0.035 -0.052 0.075 -0.0785
C -3.2390 3.3806 4.0813 0.123 0.103 -0.099 -0.0135
H -3.8136 1.9563 7.1003 0.015 0.022 -0.004 0.1181
H -5.7949 1.0995 5.8646 0.007 -0.015 0.025 0.1033
H -6.1174 1.6983 3.4885 -0.008 0.011 -0.013 0.0897
H -4.4758 3.1544 2.3501 0.007 0.019 -0.009 0.1058
H -2.5116 4.0245 3.6047 0.020 -0.015 0.025 0.1202
F 1.7830 6.7078 6.2832 0.007 0.103 -0.008 0.0524
C 1.1634 7.0595 7.4273 -0.127 0.029 0.149 -0.2841
C 1.7862 7.9453 8.2833 0.166 0.057 -0.037 -0.0175
C 1.1417 8.3019 9.4586 -0.091 -0.066 -0.015 -0.0847
C -0.1033 7.7686 9.7629 -0.016 0.020 0.048 -0.0975
C -0.7090 6.8780 8.8872 0.077 0.060 0.030 -0.0802
C -0.0765 6.5192 7.7060 -0.084 -0.120 -0.119 -0.0186
H 2.7589 8.3447 8.0291 -0.011 -0.007 -0.027 0.1172
H 1.6135 8.9986 10.1381 0.022 0.002 0.000 0.1042
H -0.6009 8.0480 10.6817 -0.003 -0.001 0.001 0.1002
H -1.6781 6.4597 9.1230 -0.014 -0.006 -0.018 0.1052
H -0.5347 5.8325 7.0057 0.027 -0.002 -0.010 0.1070
F 8.0234 5.9503 0.5790 0.023 0.010 0.012 0.0558
C 6.9070 5.5208 -0.0419 -0.151 -0.057 -0.077 -0.2877
C 6.0130 4.7350 0.6567 0.012 -0.052 0.195 -0.0113
C 4.8633 4.2974 0.0164 0.007 0.029 -0.144 -0.0809
C 4.6302 4.6423 -1.3082 -0.053 -0.018 -0.018 -0.0956
C 5.5445 5.4311 -1.9924 -0.038 -0.050 0.076 -0.0848
C 6.6930 5.8798 -1.3572 0.111 0.097 -0.092 -0.0198
H 6.2193 4.4722 1.6858 0.019 0.015 -0.005 0.1149
H 4.1502 3.6816 0.5478 0.032 0.013 0.075 0.0811
H 3.7346 4.2952 -1.8067 -0.001 -0.002 -0.003 0.0993
H 5.3650 5.6980 -3.0251 0.007 0.020 -0.007 0.1035
H 7.4161 6.5000 -1.8696 0.018 -0.012 0.023 0.1166
```
Forces are in eV/Å.

## Properties
- Net charge: 0
- HOMO: -9.13 eV
- Lowest unoccupied orbital energy: 0.549 eV
- E: -3525.22135 hartree
- Kohn-Sham gap: 9.7 eV

=====

Entry from OMol25: a cluster of 2 separate species, C3H7NO2 in total at a distorted geometry (ωB97M-V with the def2-TZVPD basis set).

```
13
Properties=species:S:1:pos:R:3:forces:R:3:lowdin_charge:R:1
C 0.9972 -0.6052 -0.7308 0.253 0.505 0.053 -0.1526
C -0.3583 -1.1754 -0.4624 -0.495 -2.429 -1.278 -0.2137
C 0.8263 0.1987 0.5108 -1.038 3.455 2.555 -0.2152
N -0.3875 -0.4923 0.7892 -3.420 1.318 1.263 0.0405
O -1.3600 1.9874 0.1927 0.652 0.452 1.456 -0.1086
O -1.8243 0.7699 0.5932 1.230 -2.257 0.073 -0.1693
H 1.7171 -1.2970 -0.5677 2.476 -2.243 0.076 0.0736
H 1.1915 -0.0720 -1.6085 0.111 0.730 -1.420 0.0975
H -1.0669 -0.8823 -1.1903 -1.085 0.797 -0.523 0.1007
H -0.5015 -2.3272 -0.4790 0.466 1.708 0.680 0.1470
H 1.3783 0.1429 1.5029 0.382 0.044 -1.676 0.1365
H 0.5680 1.3618 0.3658 0.652 -2.143 -0.048 0.1442
H -1.1798 2.3905 1.0841 -0.185 0.063 -1.210 0.1195
```
Forces are in eV/Å.

## Properties
- Net charge: 0
- HOMO (spin up / spin down): -9.29 / -9.29 eV
- Lowest unoccupied orbital energy (spin up / spin down): 0.083 / 0.082 eV
- E: -323.48048 hartree
- Energy above the lowest of the compared OMol25 structures with the same formula, charge and spin: 188.6 kcal/mol
- Kohn-Sham gap (spin up / spin down): 9.4 / 9.4 eV

=====

Entry from OMol25: a structure of composition C40H48CaN3O4P2S2 at a distorted geometry (ωB97M-V with the def2-TZVPD basis set).

```
100
Properties=species:S:1:pos:R:3:forces:R:3:lowdin_charge:R:1
Ca -0.7156 0.3123 1.8178 -0.687 -1.553 -1.077 1.2469
O -0.1911 3.9482 2.8306 -0.054 0.227 -0.111 0.0700
C -0.8519 3.4863 1.9184 0.374 0.969 0.551 -0.6046
O -0.6288 2.3696 1.3251 0.499 0.925 0.065 -0.3703
C -2.0479 4.2204 1.3687 -0.107 -0.137 -0.002 -0.1263
C -2.3647 5.4981 1.8015 0.083 -0.016 0.127 -0.0121
C -3.4744 6.1459 1.2912 -0.014 0.081 -0.015 -0.0817
C -4.2755 5.5054 0.3575 -0.047 0.072 0.012 -0.0850
C -3.9582 4.2332 -0.0813 -0.056 -0.157 -0.015 -0.0958
C -2.8336 3.5804 0.4106 -0.053 0.072 0.387 -0.2728
P -2.2159 1.9659 -0.1713 -0.882 0.052 -1.006 1.0674
C -3.5156 1.5337 -1.4425 0.234 -0.119 0.233 -0.3715
C -3.1917 1.1505 -2.7407 0.157 0.177 0.093 -0.0944
C -4.1342 0.5670 -3.5678 -0.116 -0.149 -0.111 -0.0861
C -5.4187 0.3377 -3.1057 -0.081 0.024 -0.124 -0.1007
C -5.7531 0.6882 -1.8065 -0.121 -0.056 0.050 -0.0965
C -4.8024 1.2543 -0.9800 0.094 0.133 0.073 -0.1463
C -0.9486 2.6779 -1.3072 0.003 -0.179 0.018 -0.3286
C -1.2870 3.7478 -2.1308 0.034 -0.128 -0.086 -0.0849
C -0.3395 4.3190 -2.9606 -0.035 0.105 -0.087 -0.0825
C 0.9554 3.8267 -2.9828 0.033 0.044 0.002 -0.0903
C 1.3019 2.7734 -2.1548 0.183 -0.089 -0.043 -0.0676
C 0.3595 2.2066 -1.3150 -0.141 0.010 -0.111 -0.0835
H -1.7248 5.9593 2.5420 0.026 -0.004 0.011 0.1179
H -3.7150 7.1497 1.6107 -0.027 0.066 0.061 0.0969
H -5.1514 5.9997 -0.0381 -0.066 0.065 -0.034 0.0981
H -4.5854 3.7448 -0.8130 -0.030 0.060 -0.064 0.0917
H -2.1848 1.3072 -3.1055 0.030 0.036 -0.077 0.1035
H -3.8616 0.2829 -4.5744 0.018 -0.038 -0.074 0.1009
H -6.1569 -0.1132 -3.7528 -0.058 -0.048 -0.052 0.0950
H -6.7522 0.5059 -1.4347 -0.062 -0.040 0.021 0.0981
H -5.0450 1.4859 0.0532 -0.098 0.009 -0.007 0.1058
H -2.2985 4.1352 -2.1240 0.028 0.004 -0.003 0.1058
H -0.6122 5.1585 -3.5853 -0.016 0.038 -0.065 0.0988
H 1.6930 4.2720 -3.6351 0.064 0.024 -0.035 0.0977
H 2.3101 2.3866 -2.1540 0.104 -0.040 -0.020 0.1044
H 0.6554 1.4021 -0.6554 0.070 0.021 -0.040 0.0802
N 1.6136 -0.3480 1.8914 0.150 0.438 -0.479 0.0025
C 1.7888 -1.3037 2.9084 0.225 -0.582 0.712 -0.2691
C 2.2250 -2.5821 2.5791 -0.078 -0.086 -0.232 -0.0348
C 2.4340 -3.5417 3.5537 0.012 -0.026 0.113 -0.0951
C 2.2459 -3.2178 4.8873 0.009 -0.095 0.034 -0.1051
C 1.7848 -1.9566 5.2188 0.126 -0.044 -0.101 -0.0433
C 1.5154 -0.9939 4.2491 0.043 -0.152 -0.041 -0.1527
C 0.8514 0.2567 4.6748 -0.195 0.263 0.133 -0.2600
C 1.3762 0.9530 5.7623 0.324 0.012 -0.104 -0.0699
C 0.6897 2.0247 6.2997 -0.042 0.047 0.163 -0.1099
C -0.5525 2.3481 5.7857 -0.180 0.275 0.068 -0.1176
C -1.0480 1.6603 4.6891 -0.039 -0.131 0.021 -0.1812
C -0.3688 0.6110 4.0621 0.162 -0.154 1.247 -0.2150
H 2.0368 -0.6518 1.0107 0.000 0.084 0.226 -0.0202
H 1.9558 0.5668 2.1751 0.107 -0.054 -0.047 0.1141
H 2.3827 -2.8243 1.5365 0.053 -0.011 -0.126 0.0789
H 2.7468 -4.5384 3.2758 0.057 -0.025 -0.087 0.0986
H 2.4277 -3.9477 5.6652 0.009 -0.046 0.004 0.0919
H 1.6017 -1.7060 6.2552 -0.088 0.026 0.025 0.1097
H 2.3459 0.6732 6.1657 -0.037 -0.016 0.022 0.1046
H 1.1159 2.5968 7.1142 -0.008 -0.009 0.059 0.0898
H -1.1218 3.1637 6.2175 0.007 0.039 0.006 0.0922
H -2.0207 1.9627 4.3013 -0.024 0.137 -0.002 0.0814
N -2.7409 -1.2027 1.9735 -0.112 0.274 0.416 -0.0769
C -2.7158 -2.3887 1.1237 -0.290 -0.341 -0.316 -0.2670
C -2.8325 -2.0131 -0.3552 0.287 -0.108 0.004 -0.1847
C -1.4678 -1.9503 -1.0365 -0.604 -0.330 -0.206 -0.2890
N -0.6706 -0.8527 -0.5067 0.365 0.152 0.023 -0.0536
H -2.6450 -1.4781 2.9476 -0.084 0.123 0.051 0.0781
H -3.6383 -0.7303 1.8785 0.160 -0.053 0.061 0.0825
H -3.5221 -3.0909 1.3929 0.222 0.087 -0.006 0.1081
H -1.7596 -2.8911 1.2889 -0.052 -0.102 0.034 0.1165
H -3.3283 -1.0418 -0.4473 -0.125 -0.069 -0.045 0.0821
H -3.4398 -2.7519 -0.8802 -0.072 0.009 -0.002 0.1098
H -1.6212 -1.8577 -2.1242 0.134 -0.056 0.175 0.1114
H -0.9359 -2.8913 -0.8683 -0.003 0.184 -0.084 0.0387
H -0.9477 -0.0023 -0.9915 0.112 -0.193 -0.054 0.0069
H 0.3069 -1.0215 -0.7566 0.003 -0.007 -0.092 -0.0504
C 6.0253 -4.5304 -2.1234 -0.297 0.180 0.068 -0.0481
C 5.0460 -3.6789 -1.3270 0.556 0.208 0.119 -0.5174
C 5.3169 -3.7318 0.1713 -0.168 0.102 -0.304 -0.0471
O 3.7440 -4.2016 -1.5486 -0.243 -0.099 0.070 -0.3501
P 2.5373 -3.2997 -2.1035 0.066 -0.496 -0.380 -0.1280
S 0.9549 -4.4599 -2.0092 0.180 0.316 -0.028 0.2196
S 2.5759 -1.5134 -1.2053 0.002 0.000 -0.071 0.3254
O 3.1170 -3.1418 -3.6363 0.081 -0.352 0.975 -0.3126
C 2.6175 -2.2884 -4.6439 -0.274 0.560 -0.555 -0.4894
C 3.2766 -0.9115 -4.5573 -0.049 -0.251 0.016 -0.0733
C 1.0975 -2.1883 -4.6215 0.160 -0.180 -0.076 -0.0949
H 7.0487 -4.2034 -1.9493 0.097 0.027 -0.006 0.0744
H 5.7914 -4.4549 -3.1835 0.038 -0.036 -0.068 0.0748
H 5.9211 -5.5681 -1.8134 0.059 -0.136 -0.006 0.0808
H 5.0855 -2.6375 -1.6752 0.019 -0.157 0.077 0.1038
H 5.1397 -4.7441 0.5273 0.039 -0.140 0.068 0.0841
H 4.6383 -3.0610 0.6937 -0.009 0.056 0.047 0.0514
H 6.3428 -3.4455 0.3887 0.136 0.046 0.057 0.0766
H 2.9266 -2.7769 -5.5825 -0.095 0.131 0.186 0.1373
H 3.0690 -0.4706 -3.5846 -0.001 0.037 -0.020 0.0073
H 2.8838 -0.2575 -5.3331 -0.016 0.054 -0.149 0.0730
H 4.3554 -0.9999 -4.6772 0.081 0.012 -0.001 0.0751
H 0.7711 -1.6828 -3.7133 -0.092 0.067 0.023 0.0497
H 0.6678 -3.1887 -4.6268 -0.098 0.051 -0.008 0.0506
H 0.7447 -1.6340 -5.4907 0.011 0.076 -0.046 0.0767
```
Forces are in eV/Å.

## Properties
- Net charge: -1
- HOMO: -5.15 eV
- Lowest unoccupied orbital energy: 2.231 eV
- E: -4175.26585 hartree
- Energy above the lowest of the compared OMol25 structures with the same formula, charge and spin: 37.3 kcal/mol
- Kohn-Sham gap: 7.4 eV